1.
{"formula": "C2H2Cl3NS", "method": "ωB97M-V/def2-TZVPD", "species": ["C", "C", "N", "S", "Cl", "Cl", "Cl", "H", "H"], "coordinates": [[0.364, -0.145, -0.352], [0.715, 0.591, 0.728], [-0.377, 0.379, -1.387], [0.446, -1.926, -0.122], [-0.907, -1.996, 0.958], [1.635, 0.090, 2.131], [-0.014, 2.098, 1.041], [-0.822, 1.205, -1.161], [-1.040, -0.296, -1.836]], "forces_ev_per_angstrom": [[1.67, -2.68, -0.12], [0.57, 0.67, 1.78], [-0.36, -3.02, -2.21], [9.20, 3.62, -8.12], [-10.39, -2.07, 8.57], [-0.11, -0.52, -0.86], [-0.43, 0.88, -0.24], [-1.10, 2.10, 0.56], [0.94, 1.03, 0.65]], "s2": 2.014, "e_tot_ev": -51992.531, "multiplicity": 3, "gap_ev": [5.24, 4.98], "de_lowest_ev": 3.125}

2.
{"formula": "C2H2Cl3O2P", "method": "ωB97M-V/def2-TZVPD", "species": ["O", "P", "Cl", "Cl", "Cl", "C", "C", "O", "H", "H"], "coordinates": [[0.595, 0.679, -1.272], [1.585, 0.374, -0.212], [2.401, -1.349, -0.340], [3.049, 1.732, -0.197], [0.845, 0.446, 1.652], [-2.134, -0.021, 0.066], [-1.192, -0.886, 0.042], [-0.346, -1.683, 0.030], [-3.124, -0.230, 0.492], [-1.679, 0.936, -0.260]], "forces_ev_per_angstrom": [[0.99, -0.24, 1.17], [-1.76, 2.06, -1.10], [1.29, -1.40, -0.16], [0.19, -0.10, 0.12], [0.46, 0.35, 0.19], [-0.73, 1.68, 0.01], [0.50, -2.16, 0.04], [-0.56, -0.27, -0.06], [0.67, 0.37, -0.39], [-1.05, -0.29, 0.17]], "e_tot_ev": -53058.844, "gap_ev": 9.42, "smiles": "O=P(Cl)(Cl)Cl.C=C=O", "de_lowest_ev": 0.667}

3.
{"formula": "C2H2ClN", "method": "ωB97M-V/def2-TZVPD", "species": ["Cl", "C", "C", "N", "H", "H"], "coordinates": [[-2.545, -0.040, 0.076], [-0.838, 0.196, -0.391], [0.229, 0.519, 0.526], [-0.113, 1.505, -0.176], [-0.821, -0.321, -1.249], [0.947, 0.176, 1.404]], "forces_ev_per_angstrom": [[0.08, 0.47, 0.56], [-0.14, 1.69, 3.12], [0.76, -1.17, 1.38], [-0.23, -0.54, 0.14], [1.12, -1.48, -3.13], [-1.60, 1.04, -2.07]], "e_tot_ev": -16116.378, "gap_ev": 11.09, "smiles": "Cl[C@@H]1C=N1", "de_lowest_ev": 1.704}

4.
{"formula": "C2H2ClN", "method": "ωB97M-V/def2-TZVPD", "species": ["C", "C", "N", "Cl", "H", "H"], "coordinates": [[-1.779, 0.630, 0.012], [-0.305, 0.661, 0.068], [-2.871, 0.790, -0.294], [0.519, 2.122, -0.310], [0.151, -0.042, 0.852], [0.073, -0.021, -1.148]], "forces_ev_per_angstrom": [[1.58, 0.97, -0.38], [1.20, -5.03, -3.58], [-0.67, -0.25, 0.28], [0.09, 1.20, 0.73], [-0.66, 1.66, -0.92], [-1.54, 1.45, 3.87]], "e_tot_ev": -16116.732, "gap_ev": 11.07, "de_lowest_ev": 1.350}

5.
{"formula": "C2H2ClN2O2", "method": "ωB97M-V/def2-TZVPD", "species": ["C", "C", "N", "N", "O", "O", "Cl", "H", "H"], "coordinates": [[-2.409, -0.164, 0.128], [-1.504, -0.037, -0.879], [2.514, -0.114, 1.756], [1.736, -0.299, 0.996], [-2.873, -1.242, 0.509], [-2.295, 0.853, 1.077], [-0.578, 1.461, -0.804], [-1.459, -0.351, -1.894], [-3.272, 0.417, 1.534]], "forces_ev_per_angstrom": [[3.71, -0.84, 0.38], [0.55, 1.53, -1.19], [-1.43, -0.30, -1.37], [1.42, 0.27, 1.37], [-2.73, -0.94, 0.28], [-5.96, -1.85, 2.15], [0.74, 1.00, -0.56], [-0.42, -0.97, -0.15], [4.11, 2.10, -0.91]], "e_tot_ev": -21704.181, "total_charge": -1, "gap_ev": 6.44, "de_lowest_ev": 0.000}

6.
{"formula": "C2H2ClNO", "method": "ωB97M-V/def2-TZVPD", "species": ["O", "C", "N", "C", "Cl", "H", "H"], "coordinates": [[1.491, 2.140, 0.135], [0.761, 1.215, 0.046], [0.494, 0.045, -0.536], [-0.438, 0.476, 0.494], [-2.030, 1.052, 0.023], [0.363, -0.293, -1.472], [-0.451, -0.213, 1.465]], "forces_ev_per_angstrom": [[0.39, 0.57, -0.25], [-0.26, -0.18, 0.49], [0.21, -0.22, -0.18], [-0.16, -1.77, 2.36], [0.10, -0.01, 0.07], [-0.07, -0.05, -0.29], [-0.22, 1.65, -2.21]], "e_tot_ev": -18164.614, "gap_ev": 10.81, "smiles": "O=C1N[C@@H]1Cl", "de_lowest_ev": 0.761}